Here is the molecule C4H8O2 from OMol25. Energies are from wB97M-V/def2-TZVPD.

Computed properties:
- SMILES: CC(=O)[C@@H](C)O
- Relative energy (zero: lowest compared OMol25 entry of this formula, charge and spin): 16.3 kcal/mol
- Orbital gap: 11.0 eV
- Maximum force: 0.5 eV/A
- LUMO energy: 0.820 eV

```
14
Properties=species:S:1:pos:R:3:forces:R:3:nbo_charge:R:1
C 0.257101 -1.056396 -1.484275 -0.061 -0.006 -0.014 -0.73
C -0.105465 -0.955615 -0.024505 -0.101 -0.324 0.207 0.58
O -0.656739 -1.892905 0.524020 0.148 0.378 -0.199 -0.56
C 0.242105 0.266593 0.831373 0.050 0.058 -0.236 0.00
C -0.198187 1.602372 0.236324 -0.021 0.032 -0.053 -0.62
O -0.342353 0.104652 2.092672 0.024 -0.132 0.107 -0.72
H -0.426069 -1.793948 -1.908793 0.106 0.145 -0.132 0.25
H 1.272390 -1.456827 -1.584436 -0.080 0.133 0.089 0.25
H 0.201539 -0.108320 -2.027751 0.002 -0.161 0.171 0.23
H 1.345169 0.271231 0.918059 -0.124 -0.036 -0.034 0.18
H 0.365118 1.857507 -0.667735 -0.086 -0.071 0.137 0.21
H -0.022821 2.383947 0.982390 -0.009 -0.143 -0.141 0.23
H -1.268285 1.593948 0.005369 0.133 -0.029 0.025 0.21
H -0.663503 -0.816239 2.107288 0.019 0.157 0.073 0.49
```
Positions in Å, forces in eV/Å.